1.
Entry from the OMol25 dataset: one molecule with the formula C10H19NO4S (ωB97M-V/def2-TZVPD).

Atoms and positions in Å:
C 3.94342 -0.26592 0.98345
O 4.23376 0.64842 -0.04663
C 3.08554 1.20380 -0.65354
C 2.51249 0.31104 -1.75175
C 1.14896 0.79551 -2.23708
C -0.05918 0.57531 -1.31592
C 0.10770 -0.53678 -0.28887
C -1.14404 -0.91167 0.54527
C -2.46380 -0.42789 -0.03772
C -3.70556 -0.98059 0.66460
C -3.59526 -1.07119 2.15691
N -3.20682 -2.14112 2.70860
O -2.58422 1.01844 -0.07180
S -1.38177 1.95190 0.52944
O -1.89808 3.29499 0.48708
O -0.33945 1.86708 -0.71266
H 3.57352 -1.22041 0.59031
H 4.86772 -0.44998 1.52795
H 3.20232 0.14511 1.68019
H 2.32921 1.42519 0.11152
H 3.39489 2.15629 -1.08824
H 2.47959 -0.72735 -1.41342
H 3.20973 0.33342 -2.59210
H 1.21381 1.87305 -2.40970
H 0.92244 0.34741 -3.20663
H -0.92318 0.34364 -1.94190
H 0.42740 -1.42086 -0.84708
H 0.92787 -0.28496 0.38610
H -1.03425 -0.56516 1.57332
H -1.22382 -1.99815 0.61730
H -2.50872 -0.75422 -1.08052
H -3.91463 -1.98097 0.28064
H -4.53589 -0.32633 0.39253
H -3.87122 -0.18520 2.73793
H -3.19048 -2.04187 3.72245

Properties
Highest occupied orbital energy   -9.785 eV
Total charge   0
LUMO   0.66 eV
Molar mass   249.332 g mol⁻¹
E_tot   -1146.27408 hartree
Largest force on an atom   0.00592 hartree/bohr
Frontier orbital gap   10.45 eV

---

2.
Entry from the OMol25 dataset: one molecule with the formula C10H19NO5 at a distorted geometry (ωB97M-V/def2-TZVPD).

Atoms and positions in Å:
O -1.86323 -0.73386 2.18835
O 1.17770 0.48735 -0.34331
O 0.42936 -0.80840 1.83315
O -0.75270 -2.71437 1.67763
O 0.94400 2.51737 0.58894
C -0.82745 -1.36444 1.84187
C 0.86426 1.19732 0.56907
N 0.56413 0.58745 1.74070
C -0.13301 -4.06692 -0.06093
C -1.91780 -2.23912 -0.57799
C -2.45411 -4.31991 0.85114
C 2.76654 2.90277 -0.96702
C 0.26473 2.91991 -1.75625
C 1.22029 4.73569 -0.10317
C -1.35601 -3.32979 0.41203
C 1.32403 3.29227 -0.59719
H 0.62001 1.18404 2.52204
H -0.42135 -4.55716 -1.02378
H 0.20882 -4.97216 0.53920
H 0.74333 -3.45341 -0.17310
H -1.18991 -1.48454 -1.00328
H -2.78500 -1.70214 -0.25525
H -2.24170 -2.67978 -1.59163
H -2.90012 -4.84529 0.02288
H -2.01811 -5.04748 1.69239
H -3.23405 -3.72411 1.32080
H 2.78205 1.90620 -1.33247
H 3.32180 2.86196 -0.02564
H 3.08653 3.65480 -1.65731
H 0.65021 3.13585 -2.77852
H -0.61832 3.43496 -1.62663
H 0.04737 1.86958 -1.96999
H 1.27734 5.46976 -0.89842
H 0.33287 5.02749 0.39842
H 2.08750 4.85808 0.54326

Properties
Highest occupied orbital energy   -10.055 eV
Total charge   0
LUMO   0.76 eV
SMILES string   CC(C)(C)OC(=O)NOC(=O)OC(C)(C)C
Molar mass   233.264 g mol⁻¹
E_tot   -823.30584 hartree
Largest force on an atom   0.09645 hartree/bohr
Frontier orbital gap   10.81 eV

---

3.
Entry from the OMol25 dataset: one molecule with the formula C10H19NOS at a distorted geometry (ωB97M-V/def2-TZVPD).

Atoms and positions in Å:
C -3.96434 -1.22630 0.13254
C -3.40704 1.44273 0.13138
C 0.84110 0.30948 -1.67840
C 0.36434 -1.40032 0.06036
C 0.26003 1.04187 0.62682
C 2.31315 0.05187 -1.33546
C 1.77356 -1.33534 0.66249
C 1.77618 1.15120 0.83670
C -0.03472 -0.01054 -0.45736
C 2.46968 -0.05329 0.18348
N -1.42277 -0.02456 -0.88045
O 3.85391 -0.07286 0.46634
S -2.76490 -0.09802 0.21826
H -3.63250 -2.24539 0.19888
H -4.73394 -1.00678 -0.58317
H -2.66654 2.21178 0.28400
H -4.28635 1.53688 0.74636
H 0.68742 1.35289 -1.96049
H 0.52579 -0.31197 -2.51717
H 0.32621 -2.09882 -0.77613
H -0.35342 -1.74661 0.80595
H -0.23534 0.75448 1.55655
H -0.15282 2.00390 0.31678
H 2.66967 -0.87497 -1.78430
H 2.95182 0.85766 -1.69626
H 1.72820 -1.33176 1.75490
H 2.36684 -2.19889 0.35784
H 2.17096 2.06490 0.39038
H 2.01598 1.17720 1.90274
H -1.63549 0.69979 -1.55436
H 3.97590 -0.16242 1.41815
H -1.97661 -0.67002 1.23672

Properties
Highest occupied orbital energy   -7.772 eV
Total charge   0
LUMO   0.55 eV
SMILES string   C=[SH](=C)N[C@]12CC[C@](O)(CC1)CC2
Molar mass   201.335 g mol⁻¹
E_tot   -920.44504 hartree
Largest force on an atom   0.02116 hartree/bohr
Frontier orbital gap   8.32 eV

---

4.
Entry from the OMol25 dataset: one molecule with the formula C10H19PS at a distorted geometry (ωB97M-V/def2-TZVPD).

Atoms and positions in Å:
C 3.15991 0.04301 1.01045
C 1.88693 0.00631 0.66560
C -1.77475 -2.04469 0.36550
C 0.13583 -1.45047 -1.52296
C 0.53201 -2.68908 0.69904
C 0.17810 1.94182 -1.45063
C -1.99432 1.54295 -0.10499
C -0.15924 2.62464 0.88420
C -0.33233 -1.66818 -0.02823
C -0.47175 1.52065 -0.08915
P 0.16220 0.01148 0.87275
S 4.74879 0.25014 0.36219
H 3.35226 -0.32212 1.96328
H -1.86408 -3.18280 0.15524
H -1.98009 -1.77439 1.35443
H -2.44670 -1.41137 -0.11574
H -0.49205 -0.74504 -2.06905
H -0.08761 -2.45484 -2.02493
H 1.13857 -1.28022 -1.60500
H 0.36431 -2.78312 1.82812
H 0.56859 -3.73938 0.43443
H 1.52541 -2.29331 0.53901
H 0.33325 2.98664 -1.50160
H 1.16632 1.63668 -1.48906
H -0.39309 1.69500 -2.42486
H -2.39972 0.79622 -0.89423
H -2.25116 2.48934 -0.37784
H -2.26163 1.17887 0.82031
H 0.86271 3.10587 0.99629
H -0.71781 3.56537 0.74886
H -0.48883 2.44401 1.99858

Properties
Highest occupied orbital energy   -7.572 eV
Total charge   0
LUMO   -1.52 eV
SMILES string   CC(C)(C)P(#CC=S)C(C)(C)C
Molar mass   202.303 g mol⁻¹
E_tot   -1131.75600 hartree
Largest force on an atom   0.11120 hartree/bohr
Frontier orbital gap   6.05 eV

---

5.
Entry from the OMol25 dataset: C10H20AlClFIN2O2PS as an isolated structure at a distorted geometry (ωB97M-V/def2-TZVPD).

Atoms and positions in Å:
C 0.31711 -0.25307 0.57508
C 0.80767 0.77751 -0.60159
F 1.35108 0.04340 -1.80206
C -0.34873 1.79109 -1.16818
Al -1.69009 2.45871 0.23551
C -2.87490 0.90086 0.88188
C -4.44180 0.98266 0.33875
C -4.57980 1.04957 -1.29341
I -5.34498 -0.97058 0.93110
N -0.90681 3.33352 1.76084
C 0.40610 2.98205 1.95464
S 1.85202 2.25480 2.57422
P -2.96650 4.12704 -0.85854
O -1.81709 5.42715 -1.23804
Cl -4.51527 4.81045 0.42689
H -0.44773 -1.07701 0.17432
H 1.25474 -0.84935 0.97273
H -0.19701 0.28140 1.50605
H 1.68873 1.43227 -0.19341
H -0.98577 1.17651 -1.96929
H 0.06390 2.72752 -1.75673
H -2.46913 -0.14984 0.48615
H -2.89658 0.86440 2.07431
H -5.07529 1.79194 0.91171
H -5.04986 2.10570 -1.55226
H -3.49851 1.05979 -1.79239
H -5.24877 0.20820 -1.76986
H -1.04701 5.29304 -0.58870
C 3.67599 -3.88310 -1.41888
C 2.98953 -3.56183 -0.12016
O 1.78180 -3.34530 -0.05640
N 3.74793 -3.51387 1.01204
C 5.16797 -3.73543 1.14731
H 2.94144 -3.88464 -2.22914
H 4.43244 -3.12543 -1.63998
H 4.13331 -4.87455 -1.36548
H 3.21375 -3.29180 1.84445
H 5.31638 -4.56598 1.84183
H 5.61312 -2.83104 1.56957
H 5.64660 -3.96677 0.19512

Properties
Highest occupied orbital energy   -4.738 eV
Total charge   -1
LUMO   2.25 eV
Molar mass   471.660 g mol⁻¹
E_tot   -2492.79437 hartree
Largest force on an atom   0.20999 hartree/bohr
Frontier orbital gap   6.99 eV

---

6.
Entry from the OMol25 dataset: C10H20B2Br12O3P as an isolated structure at a distorted geometry (ωB97M-V/def2-TZVPD).

Atoms and positions in Å:
C 0.06848 -0.02465 2.88936
C -0.59950 -1.27919 2.05092
B 0.49678 -2.37784 1.50286
O 0.07389 -3.80320 1.28114
C 2.08226 -2.03584 1.11308
C 2.73622 -2.95788 -0.11926
O 2.16042 -2.33924 -1.35769
B 1.58172 -0.98969 -1.10048
P 1.87944 0.42443 -2.35717
C 0.46326 0.18832 -3.67002
C 3.60433 0.34518 -3.17397
O 1.97757 -0.76486 0.33288
H -0.51485 0.95064 2.55317
H 1.22626 0.09164 2.74332
H -0.17651 -0.20740 4.01894
H -1.18426 -0.83893 1.10815
H -1.43593 -1.76434 2.74528
H -0.10847 -3.85629 0.28040
H 2.72647 -2.00476 2.11707
H 2.45114 -4.09862 0.08647
H 3.89686 -2.70492 -0.08172
H 0.41713 -1.21745 -1.27312
H 0.86756 0.35550 -4.75549
H -0.42758 0.89223 -3.36827
H 0.05507 -0.92333 -3.52310
H 4.00505 1.46805 -3.23392
H 3.50654 -0.04185 -4.29739
H 4.31013 -0.34385 -2.51907
C -4.12256 1.96694 2.17494
Br -2.46411 2.98134 2.10669
Br -4.08594 0.43814 0.97264
Br -4.57896 1.44718 3.99305
H -4.91853 2.63147 1.82301
C -3.10028 -0.90579 -6.09732
Br -4.65388 0.25259 -5.92815
Br -1.59981 0.01238 -6.92777
Br -2.60611 -1.70732 -4.39517
H -3.38366 -1.72509 -6.76625
C 3.28890 -1.77347 5.80856
Br 2.07069 -2.39098 4.42336
Br 4.57432 -0.48570 5.12050
Br 2.33461 -1.08634 7.35813
H 3.85898 -2.64571 6.14504
C -3.36249 6.60087 0.15642
Br -1.53256 5.98692 -0.08560
Br -3.73680 8.19346 -0.89602
Br -4.65229 5.18603 -0.18797
H -3.46902 6.88124 1.20954

Properties
Highest occupied orbital energy   -3.294 eV
Total charge   -1
LUMO   1.33 eV
Molar mass   1199.713 g mol⁻¹
E_tot   -31897.90584 hartree
Largest force on an atom   0.06837 hartree/bohr
Frontier orbital gap   4.62 eV

---

Q: molar mass of number 3 (C10H19NOS)?
A: 201.335 g mol⁻¹

---

Copy entry 5 word for word.
Entry from the OMol25 dataset: C10H20AlClFIN2O2PS as an isolated structure at a distorted geometry (ωB97M-V/def2-TZVPD).

Atoms and positions in Å:
C 0.31711 -0.25307 0.57508
C 0.80767 0.77751 -0.60159
F 1.35108 0.04340 -1.80206
C -0.34873 1.79109 -1.16818
Al -1.69009 2.45871 0.23551
C -2.87490 0.90086 0.88188
C -4.44180 0.98266 0.33875
C -4.57980 1.04957 -1.29341
I -5.34498 -0.97058 0.93110
N -0.90681 3.33352 1.76084
C 0.40610 2.98205 1.95464
S 1.85202 2.25480 2.57422
P -2.96650 4.12704 -0.85854
O -1.81709 5.42715 -1.23804
Cl -4.51527 4.81045 0.42689
H -0.44773 -1.07701 0.17432
H 1.25474 -0.84935 0.97273
H -0.19701 0.28140 1.50605
H 1.68873 1.43227 -0.19341
H -0.98577 1.17651 -1.96929
H 0.06390 2.72752 -1.75673
H -2.46913 -0.14984 0.48615
H -2.89658 0.86440 2.07431
H -5.07529 1.79194 0.91171
H -5.04986 2.10570 -1.55226
H -3.49851 1.05979 -1.79239
H -5.24877 0.20820 -1.76986
H -1.04701 5.29304 -0.58870
C 3.67599 -3.88310 -1.41888
C 2.98953 -3.56183 -0.12016
O 1.78180 -3.34530 -0.05640
N 3.74793 -3.51387 1.01204
C 5.16797 -3.73543 1.14731
H 2.94144 -3.88464 -2.22914
H 4.43244 -3.12543 -1.63998
H 4.13331 -4.87455 -1.36548
H 3.21375 -3.29180 1.84445
H 5.31638 -4.56598 1.84183
H 5.61312 -2.83104 1.56957
H 5.64660 -3.96677 0.19512

Properties
Highest occupied orbital energy   -4.738 eV
Total charge   -1
LUMO   2.25 eV
Molar mass   471.660 g mol⁻¹
E_tot   -2492.79437 hartree
Largest force on an atom   0.20999 hartree/bohr
Frontier orbital gap   6.99 eV

---

Q: What is the E_tot in the third record?
A: -920.44504 hartree